[1]
Density functional theory data (ωB97M-V/def2-TZVPD) for a structure of composition C28H36BBrF4FeN8O2 at a distorted geometry.

```
81
Properties=species:S:1:pos:R:3:forces:R:3
Fe 0.9690 0.5032 -0.8979 -1.4 -0.6 3.0
C 2.7656 -0.2319 3.0894 -0.1 0.0 0.0
N 2.5994 1.1895 2.7998 0.0 0.0 0.0
C 3.0960 2.0964 3.8252 0.0 -0.1 0.0
C 1.9191 1.6125 1.7156 0.3 -0.4 0.3
N 0.9503 0.8354 1.1830 1.1 0.4 -2.9
C 0.1074 0.1953 2.0366 -1.5 0.2 1.8
C -0.3828 0.9228 3.1552 0.8 -0.2 -1.5
C -1.1167 0.3328 4.1587 -0.5 -1.2 0.5
C -1.3169 -1.0405 4.1302 0.0 1.0 0.2
C -0.8780 -1.7974 3.0314 0.0 -0.1 -0.1
C -1.0290 -3.1974 3.0740 0.2 -0.7 -0.7
C -0.6205 -3.9846 2.0018 -0.6 0.2 1.4
C -0.2080 -3.3750 0.8426 0.6 1.7 -0.8
C -0.1158 -1.9551 0.7252 0.2 -2.0 2.1
N 0.0858 -1.4202 -0.4895 0.7 2.7 -2.8
C -0.4955 -2.0070 -1.5732 -0.2 0.0 0.1
N -1.7539 -2.4587 -1.5107 -0.2 0.1 -0.1
C -2.7245 -1.9518 -0.5460 0.1 -0.1 0.0
C -2.2876 -3.4618 -2.4255 0.1 -0.1 0.2
N 0.1979 -2.1454 -2.7093 0.4 0.2 -0.1
C 1.6559 -2.2881 -2.7006 -0.1 -0.2 -0.1
C -0.4046 -1.9585 -4.0243 0.0 -0.1 0.1
C -0.2802 -1.1622 1.8970 -0.2 -0.3 0.2
N 2.2455 2.7876 1.1782 0.0 0.3 -0.2
C 3.6210 3.2880 1.1789 -0.1 0.1 0.0
C 1.3461 3.4889 0.2709 0.0 0.0 0.2
H 2.0666 -0.5723 3.8613 0.0 0.1 -0.1
H 3.7837 -0.3920 3.4453 0.0 0.0 0.0
H 2.6271 -0.8138 2.1827 0.0 0.0 0.0
H 2.6947 1.7795 4.7912 0.0 0.0 0.0
H 2.7690 3.1132 3.6301 0.0 0.0 0.0
H 4.1853 2.0762 3.8879 0.0 0.0 0.0
H -0.1466 1.9798 3.2087 0.0 0.0 0.0
H -1.4990 0.9284 4.9771 0.0 0.0 0.0
H -1.8346 -1.5491 4.9351 0.1 0.1 0.0
H -1.4383 -3.6465 3.9709 0.0 0.0 -0.1
H -0.6540 -5.0649 2.0654 -0.1 0.0 0.0
H 0.0513 -3.9745 -0.0211 0.0 0.0 0.0
H -2.3569 -1.0536 -0.0643 0.0 -0.1 0.0
H -2.9453 -2.7052 0.2145 0.1 0.0 0.0
H -3.6444 -1.7003 -1.0734 0.0 0.0 -0.1
H -1.4803 -4.0160 -2.8958 0.0 0.0 0.0
H -2.9271 -3.0193 -3.1903 0.0 0.0 0.0
H -2.8889 -4.1612 -1.8427 0.0 0.0 0.0
H 2.0223 -2.4190 -1.6903 0.0 0.0 0.1
H 2.1463 -1.4214 -3.1412 0.0 0.1 0.0
H 1.9211 -3.1718 -3.2848 0.0 0.0 0.0
H -0.4476 -2.8918 -4.5881 0.0 0.0 0.0
H 0.2137 -1.2529 -4.5774 0.1 0.0 0.0
H -1.3933 -1.5245 -3.9210 0.0 0.0 0.0
H 4.2969 2.5561 1.6070 0.0 0.0 0.0
H 3.6943 4.2316 1.7221 0.0 0.0 0.0
H 3.9231 3.4534 0.1455 0.0 0.0 0.0
H 1.6742 3.3641 -0.7646 0.0 0.0 0.0
H 1.3674 4.5519 0.5132 0.0 0.0 0.0
H 0.3323 3.1153 0.3686 0.0 0.1 0.1
F 3.0532 1.2964 -0.9123 -0.6 -0.3 -0.2
B 3.8515 0.1067 -0.5791 0.4 -0.5 0.0
F 4.4713 -0.3570 -1.7151 -0.1 0.3 0.3
F 4.6844 0.4015 0.4792 -0.3 0.0 -0.4
F 2.8426 -0.8458 -0.1733 -0.2 0.5 -0.4
C 0.9110 1.9525 -5.3695 0.0 -0.1 0.2
C 1.0380 1.4086 -4.0197 0.0 0.2 -0.4
N 1.1412 0.9713 -2.9713 -0.2 -0.5 0.9
H 1.3717 2.9378 -5.4168 0.0 0.0 0.1
H -0.1414 2.0343 -5.6355 0.0 0.0 0.1
H 1.4107 1.2908 -6.0750 0.0 0.0 0.0
Br -4.9643 1.6709 2.7900 0.0 0.0 -0.1
C -4.6159 1.7121 0.9322 0.0 -0.1 0.2
C -5.6413 1.9343 0.0253 0.1 0.0 -0.2
N -5.4235 1.9625 -1.2880 0.1 0.0 0.0
C -4.1929 1.7273 -1.7393 -0.1 -0.1 -0.1
C -3.1174 1.4737 -0.9010 0.2 0.2 0.3
C -3.3341 1.5000 0.4702 0.1 0.1 0.0
C -1.7508 1.0995 -1.4044 -0.8 -0.5 -0.9
O -1.6517 0.2962 -2.3399 0.1 0.7 0.5
O -0.7769 1.6144 -0.7388 1.7 -1.3 -0.4
H -6.6605 2.0961 0.3581 0.1 0.0 0.0
H -4.0567 1.7508 -2.8156 0.0 -0.1 0.0
H -2.5061 1.3489 1.1515 0.0 0.0 0.1
```
Positions in Å, forces in eV/Å.

Total energy (eV): -161612.2813
Total charge: +1
Multiplicity: 2
LUMO (alpha / beta) (eV): -5.588 / -5.125
Kohn-Sham gap (alpha / beta) (eV): 4.30 / 4.72
E_HOMO (alpha / beta) (eV): -9.89 / -9.84

[2]
Density functional theory data (ωB97M-V/def2-TZVPD) for a cluster of 13 separate species, C35H96O35S11 in total at a distorted geometry.

```
177
Properties=species:S:1:pos:R:3:forces:R:3
O -1.3320 3.3269 -6.4948 3.2 -0.1 -0.8
S 0.1312 3.3846 -6.6515 1.4 1.1 -0.1
O 1.0376 3.1818 -5.5157 -1.7 0.2 -1.3
O 0.6625 2.3815 -7.8403 -1.7 0.3 0.5
C 2.0389 2.0506 -7.8191 1.6 -1.0 -0.9
C 2.4817 1.4145 -9.1680 -0.4 -0.4 0.3
C 0.7427 4.9698 -7.5478 -1.6 -1.0 1.0
H 2.2251 1.3153 -7.0363 0.0 0.2 0.1
H 2.6821 2.9135 -7.6464 -0.3 0.2 0.2
H 3.5297 1.1151 -9.1806 0.3 0.5 0.5
H 2.3347 2.0349 -10.0521 -0.3 0.1 0.2
H 2.0192 0.4382 -9.3125 -0.6 0.2 -0.1
H 1.7534 4.8598 -7.9409 -0.1 -0.3 0.4
H 0.6477 5.7607 -6.8038 0.2 0.0 -0.2
H 0.0408 5.1256 -8.3671 0.0 0.0 0.1
O 1.0566 -12.0940 -1.8958 -0.5 0.3 0.2
S 1.6780 -11.1369 -2.7550 2.1 0.2 -0.7
O 2.8405 -11.6546 -3.5138 -2.3 1.5 0.8
O 0.5377 -10.4302 -3.7181 1.9 0.0 2.5
C -0.0536 -11.2034 -4.7470 0.5 1.2 -0.9
C -0.6338 -10.0968 -5.6890 -0.4 -2.2 0.7
C 2.1999 -9.5822 -1.8166 -0.8 -1.1 -1.1
H -0.7473 -11.9328 -4.3287 -0.2 0.2 -0.2
H 0.7803 -11.7154 -5.2271 -0.2 -0.3 -0.4
H -1.5571 -9.6891 -5.2774 0.2 0.2 0.1
H -0.9194 -10.7117 -6.5426 0.0 0.7 -0.6
H 0.1052 -9.3187 -5.8801 -0.1 -0.3 -0.2
H 1.2729 -9.1248 -1.4707 0.1 0.0 -0.1
H 2.7226 -8.9763 -2.5567 -0.1 0.0 0.1
H 2.8460 -9.8227 -0.9723 -0.1 -0.4 -0.3
O 3.9785 -9.9475 -9.1574 -0.6 1.4 -1.4
S 4.1288 -8.7020 -9.9113 1.0 0.3 1.1
O 3.0024 -7.9006 -10.4155 2.2 -1.7 1.0
O 5.0907 -7.7452 -8.8635 -1.0 -0.6 -2.9
C 4.9221 -7.8755 -7.4741 1.1 -0.2 1.6
C 4.8722 -6.4839 -6.8104 -0.6 -0.8 -0.4
C 5.4001 -9.0081 -11.2873 -1.6 0.6 1.4
H 5.8219 -8.2905 -7.0200 0.5 -0.4 -0.6
H 4.2132 -8.6734 -7.2528 -0.7 0.7 0.2
H 5.6086 -5.8500 -7.3043 -0.3 0.1 -0.3
H 5.2487 -6.5531 -5.7899 -0.5 -0.1 0.2
H 3.8606 -6.0821 -6.8699 0.2 0.4 0.2
H 6.0599 -9.8015 -10.9363 -0.1 0.3 0.0
H 5.8635 -8.0337 -11.4415 0.1 -0.3 -0.1
H 4.7878 -9.3228 -12.1324 0.1 0.1 0.0
O -2.1755 1.2576 2.4987 3.4 -0.3 0.2
S -0.7102 1.0077 2.4609 -2.2 -0.8 0.1
O -0.0725 0.1717 3.4819 -0.9 1.1 -1.6
O -0.4361 0.3756 0.9623 -0.4 1.0 1.9
C -0.0117 -0.9675 0.8065 2.5 -0.8 -1.2
C 1.4615 -0.9376 0.2563 -1.2 0.3 -0.6
C 0.2221 2.5609 2.3708 -0.6 -1.5 -1.1
H -0.6011 -1.3580 -0.0230 -0.3 -0.1 0.3
H -0.0281 -1.6670 1.6423 -0.6 0.7 0.5
H 1.8236 -1.9513 0.0850 0.1 0.0 0.1
H 2.2070 -0.3367 0.7770 -0.3 -0.2 0.6
H 1.3505 -0.4430 -0.7087 0.3 -0.1 -0.3
H 0.0182 3.0436 1.4150 -0.5 0.2 0.3
H 1.2330 2.1742 2.2416 0.2 0.5 0.9
H -0.0948 3.1113 3.2566 0.6 0.1 -0.1
O -6.8664 -1.3292 -4.4230 2.6 -0.4 2.4
S -5.7819 -1.4625 -3.4053 -1.3 -0.2 -1.1
O -6.0197 -2.0756 -2.0987 0.5 0.4 -2.4
O -4.4957 -2.2712 -4.1236 -2.4 1.2 1.5
C -4.0474 -1.7868 -5.3842 2.2 -1.4 -0.8
C -2.6886 -2.5004 -5.4616 1.0 -0.1 -1.3
C -5.0740 0.1671 -3.0472 0.7 -0.5 -0.5
H -3.8864 -0.7115 -5.4599 -0.4 0.1 0.3
H -4.5845 -2.1615 -6.2555 -0.8 0.2 0.4
H -1.8808 -2.0368 -4.8954 -0.4 -0.3 0.7
H -2.2215 -2.5548 -6.4449 -0.5 0.9 -0.7
H -2.7640 -3.5829 -5.3591 -0.3 0.1 1.1
H -5.1167 0.2567 -1.9617 -0.4 0.4 -0.3
H -5.5023 0.9400 -3.6855 -0.5 -0.1 0.5
H -4.0180 0.1619 -3.3174 0.1 -0.3 0.1
O -7.2811 1.0147 11.9188 -0.5 1.1 -0.2
S -7.3356 2.4458 11.8535 0.1 3.1 -1.2
O -6.2889 3.2503 12.4819 -1.6 -1.1 -0.4
O -7.3569 2.8777 10.2634 0.5 -0.8 0.3
C -7.5085 4.2645 9.8621 -0.5 0.2 -0.3
C -7.1225 4.4955 8.3817 0.3 -0.2 0.1
C -9.0556 3.1720 12.2472 0.7 -1.5 -0.3
H -7.0529 4.9351 10.5907 0.7 -0.1 -0.2
H -8.5676 4.5150 9.9226 -0.3 -0.2 0.0
H -6.0837 4.3287 8.0967 0.1 -0.2 0.5
H -7.3237 5.5228 8.0780 -0.2 0.2 0.4
H -7.7070 3.8837 7.6945 -0.2 -0.2 0.3
H -9.5119 2.2946 12.7056 -0.1 0.5 0.9
H -9.6860 3.3197 11.3704 0.7 -0.1 -0.5
H -9.0218 4.1308 12.7646 0.3 -0.6 0.5
O -0.8646 7.3290 9.4754 2.5 -0.4 1.2
S 0.4281 6.8738 10.0274 -3.1 0.9 1.2
O 1.3549 6.2479 9.1759 1.1 -0.4 -0.6
O 1.2175 8.0736 10.7831 0.7 -2.4 -1.8
C 0.5169 9.0205 11.4936 -1.0 1.7 1.4
C 1.4907 9.5775 12.5177 0.6 0.2 -0.4
C 0.0452 5.8553 11.5018 0.5 0.7 -1.3
H -0.3564 8.6297 12.0158 -0.2 -0.2 -0.3
H 0.2168 9.7847 10.7766 -0.3 0.2 0.3
H 1.1616 10.4696 13.0506 -0.2 0.0 -0.3
H 2.3585 9.8183 11.9038 0.3 0.3 0.4
H 1.8265 8.8632 13.2694 -0.3 -0.3 -0.1
H -0.3215 4.9135 11.0935 -0.4 0.2 0.3
H -0.6768 6.4792 12.0286 -0.1 -0.6 0.1
H 0.9559 5.6846 12.0759 -0.1 0.1 -0.1
O -4.3694 9.9595 -4.6206 -1.7 -0.9 -0.5
S -5.4123 9.0671 -5.1156 0.2 -1.0 -1.8
O -5.2373 8.4086 -6.4391 -0.7 1.6 3.4
O -5.6461 7.8711 -4.0408 0.7 0.9 -1.1
C -5.7339 8.2160 -2.6577 0.8 -0.9 1.9
C -4.4467 7.7855 -1.8567 -0.7 0.1 -0.6
C -7.1314 9.7922 -4.9656 0.8 -0.2 -0.6
H -6.5877 7.6189 -2.3374 0.0 0.2 0.3
H -5.9302 9.2636 -2.4295 0.0 0.1 -0.6
H -3.5905 8.3601 -2.2101 0.1 -0.4 -0.3
H -4.3214 6.7049 -1.9249 0.3 0.1 -0.5
H -4.4721 7.9469 -0.7790 -0.7 0.4 0.0
H -7.8750 9.0010 -5.0614 0.4 -0.4 0.4
H -7.3922 10.4411 -5.8016 0.7 0.4 0.1
H -7.1790 10.2949 -3.9996 -0.1 0.0 -0.2
O 6.0236 8.6290 -3.8743 0.8 0.4 0.7
S 7.1460 8.2369 -3.0561 0.4 -0.3 1.5
O 7.3387 8.7553 -1.6839 -0.9 -1.3 -2.4
O 7.1306 6.5899 -3.1335 1.0 1.6 0.1
C 6.0717 5.8717 -2.4861 -0.4 -0.2 -0.1
C 6.5476 5.3400 -1.1360 -1.2 0.3 -0.9
C 8.7223 8.4823 -3.8720 0.0 -0.8 -0.5
H 5.8045 5.0582 -3.1606 0.3 -0.1 -0.1
H 5.1791 6.4973 -2.4818 0.0 0.1 0.5
H 7.5423 4.9309 -1.3131 0.1 0.2 0.6
H 5.8684 4.5347 -0.8561 0.1 -0.1 0.2
H 6.4207 6.1474 -0.4148 0.8 -0.2 0.2
H 8.5468 8.3014 -4.9325 0.1 0.3 0.0
H 9.4340 7.7218 -3.5509 -0.3 -0.1 0.3
H 9.1876 9.4438 -3.6548 -0.7 0.1 0.0
O 7.6391 -6.0802 1.7382 3.1 0.3 -0.2
S 9.0750 -6.0492 1.4219 1.2 0.9 -1.1
O 9.5981 -5.4640 0.1640 -1.4 -0.8 2.3
O 9.9599 -5.3078 2.6806 -1.5 -1.1 -1.5
C 11.1920 -4.6154 2.3564 1.3 -0.8 0.9
C 12.4407 -5.5310 1.9390 -2.6 -0.2 -0.7
C 9.7492 -7.7451 1.4915 -0.3 0.5 1.2
H 11.5138 -4.2487 3.3312 -0.5 0.2 0.1
H 10.9663 -3.7275 1.7659 0.2 -0.5 -0.5
H 13.1945 -5.5833 2.7246 0.3 0.7 -0.7
H 12.6276 -5.3498 0.8806 1.2 0.6 0.3
H 12.1395 -6.5717 1.8192 -0.5 -0.1 0.5
H 8.8967 -8.4227 1.4458 0.2 0.0 -0.5
H 10.1851 -7.8574 2.4842 -0.2 0.1 0.1
H 10.5814 -7.8941 0.8035 -0.6 0.1 -0.4
O -8.5659 -8.9596 3.7326 1.9 -0.1 0.5
S -7.1812 -8.7736 4.1530 0.1 -0.1 -0.1
O -6.5199 -9.6407 5.1177 -1.3 1.2 -1.3
O -6.1767 -8.7685 2.8925 -0.5 0.0 0.3
C -6.5236 -8.0491 1.7071 1.8 1.0 -1.8
C -5.1690 -7.4511 1.0422 -1.5 -1.3 1.0
C -7.0056 -7.0498 4.5615 0.8 0.0 0.8
H -7.1458 -7.1571 1.7790 -0.4 -0.3 1.0
H -7.0389 -8.7214 1.0210 0.2 -0.1 0.0
H -4.5775 -6.8988 1.7724 -0.2 0.0 0.1
H -5.4739 -6.7726 0.2454 0.2 -0.2 -0.1
H -4.5600 -8.2871 0.6985 0.0 0.2 -0.3
H -7.7598 -6.8151 5.3126 -0.1 0.3 -0.4
H -6.9418 -6.4393 3.6607 -1.0 -0.1 0.1
H -6.0205 -6.8596 4.9875 0.0 -0.5 0.4
C 3.3977 8.8475 3.4289 1.5 1.1 -0.4
O 3.5399 9.0741 1.9997 -1.6 -0.6 0.5
H 3.7436 7.8763 3.7827 0.0 -0.2 -0.4
H 3.9976 9.6047 3.9339 0.2 0.0 0.2
H 2.3970 9.0253 3.8226 -0.3 -0.1 -0.9
H 4.4108 9.2732 1.6481 0.2 -0.1 0.9
C -7.3699 -1.1579 4.1102 -0.3 1.2 0.0
O -7.6291 -0.6521 5.4493 -0.1 -0.9 -0.9
H -6.4694 -1.7707 4.0706 0.0 0.1 -0.1
H -8.1971 -1.6679 3.6164 -0.3 -0.5 1.0
H -7.3221 -0.2762 3.4712 0.8 0.0 -0.3
H -6.9073 -0.0362 5.5947 0.0 0.1 0.2
```
Positions in Å, forces in eV/Å.

Energy above the lowest of the compared OMol25 structures with the same formula, charge and spin (kJ/mol): 151.1
Total energy (eV): -228687.3924
LUMO (eV): 0.110
Kohn-Sham gap (eV): 10.41
E_HOMO (eV): -10.30